Entry 1:
# C46H115N9O9

A 9-piece molecular cluster, C46H115N9O9 overall at a distorted geometry (the ωB97M-V functional and the def2-TZVPD basis, the OMol25 dataset).

Structure (XYZ):
```
179
Properties=species:S:1:pos:R:3
C -22.5277 -23.8578 8.7435
C -22.0407 -25.2950 8.3737
C -20.6193 -25.3760 9.0090
C -20.4759 -25.8130 10.4528
C -21.2403 -27.1150 10.6733
C -22.6981 -26.9598 10.2328
N -22.8436 -26.3962 8.8889
O -24.1446 -26.3308 8.3453
C -23.3359 -28.3585 10.3018
C -23.4343 -26.0947 11.2843
C -21.7845 -25.4045 6.8608
H -22.5155 -23.7466 9.8291
H -23.5271 -23.7637 8.3186
H -21.7763 -23.1482 8.4016
H -19.9202 -26.0052 8.4347
H -19.9665 -24.5026 8.8728
H -20.8954 -25.0210 11.0784
H -19.4440 -26.0281 10.7321
H -21.2229 -27.3549 11.7366
H -20.7166 -27.8914 10.1097
H -23.0900 -28.7715 11.2776
H -24.4053 -28.2183 10.1419
H -22.9125 -29.0185 9.5444
H -24.4459 -25.8999 10.9252
H -23.3953 -26.6350 12.2344
H -23.0220 -25.1214 11.5598
H -21.0317 -26.1589 6.6327
H -21.4719 -24.4587 6.4224
H -22.7048 -25.7609 6.3925
H -24.1704 -27.1284 7.8049
C -23.6834 -15.3004 12.6283
C -22.8246 -16.3529 11.9448
C -21.5624 -15.6402 11.3846
C -20.5723 -16.6331 10.7887
C -20.2712 -17.7366 11.7963
C -21.4417 -18.4477 12.4939
N -22.3704 -17.3873 12.8621
O -23.4687 -17.8811 13.6248
C -21.9770 -19.5480 11.5686
C -20.8892 -19.0553 13.7933
C -23.6702 -16.8933 10.7749
H -23.6876 -14.3973 12.0123
H -23.3254 -14.9234 13.5914
H -24.7218 -15.6124 12.7419
H -21.8225 -14.8086 10.7243
H -21.1391 -15.1150 12.2489
H -19.6484 -16.1112 10.5400
H -20.9954 -17.0403 9.8658
H -19.6780 -17.2880 12.6035
H -19.5051 -18.3589 11.3213
H -23.0635 -19.6488 11.5488
H -21.7005 -19.3761 10.5249
H -21.5622 -20.5186 11.8434
H -20.1660 -19.8570 13.6662
H -20.5431 -18.2566 14.4495
H -21.7421 -19.4868 14.3269
H -24.4390 -17.5884 11.1212
H -23.1425 -17.4839 10.0206
H -24.0758 -16.0103 10.2770
H -23.5061 -17.2610 14.3608
C -31.1487 -17.2429 9.3124
C -30.9411 -17.0976 10.8330
C -29.4838 -17.1922 11.2687
O -28.5588 -16.5265 10.4344
C -27.6263 -15.6827 11.0726
N -31.5925 -15.8145 11.2440
H -30.2598 -17.7140 8.8752
H -31.2954 -16.3475 8.7129
H -31.9504 -17.9599 9.1438
H -31.5251 -17.9291 11.2238
H -29.2680 -18.2656 11.1785
H -29.3555 -16.9071 12.3150
H -26.8319 -16.3740 11.3864
H -28.0351 -15.2116 11.9711
H -27.2381 -14.9203 10.3985
H -31.4406 -15.7221 12.2461
H -31.0187 -15.0934 10.8094
C -21.4204 -16.8367 6.7968
C -20.7379 -16.1830 5.5853
C -19.9757 -14.8957 5.9507
O -18.7245 -15.1476 6.6135
C -18.6830 -14.6982 7.9549
N -19.7909 -17.1862 5.0675
H -21.9544 -16.0749 7.3798
H -20.6864 -17.2124 7.5106
H -22.1443 -17.5856 6.4846
H -21.4043 -15.9528 4.7509
H -20.4899 -14.0917 6.4822
H -19.6183 -14.4809 4.9980
H -18.7111 -13.6080 8.0422
H -17.7363 -15.0669 8.3478
H -19.4977 -15.1046 8.5601
H -19.3025 -16.7783 4.2568
H -18.9578 -17.0574 5.6601
C -23.3690 -17.1274 3.6981
C -24.9048 -17.1491 3.7065
C -25.5973 -16.2328 2.7304
O -25.6117 -14.9283 3.3133
C -26.3868 -14.0007 2.5625
N -25.2535 -18.5575 3.4509
H -23.0046 -17.6930 2.8399
H -22.9436 -17.5063 4.6291
H -22.9001 -16.1390 3.6592
H -25.2162 -16.9215 4.7266
H -26.6361 -16.5480 2.5727
H -25.1484 -16.1822 1.7305
H -25.7885 -13.5576 1.7607
H -26.6742 -13.2350 3.2794
H -27.2615 -14.4536 2.0891
H -24.8447 -18.9557 2.6134
H -26.2548 -18.6533 3.3077
C -19.5585 -21.9920 10.4042
C -19.0055 -21.5943 9.0448
C -19.1095 -20.1085 8.7251
O -18.8261 -19.6611 7.4366
C -19.4312 -20.4455 6.3986
N -17.6091 -22.0414 8.9995
H -19.3359 -21.3405 11.2547
H -19.2638 -22.9710 10.7807
H -20.6399 -22.0452 10.2399
H -19.5641 -22.1791 8.3068
H -18.4392 -19.6132 9.4415
H -20.0651 -19.6860 9.0893
H -20.4176 -20.7883 6.7059
H -18.7536 -21.2806 6.1926
H -19.4020 -19.8555 5.4860
H -17.1483 -21.8226 8.1259
H -17.0848 -21.6805 9.7841
C -27.4399 -23.6728 7.4646
C -26.4729 -23.5479 8.6443
C -26.9826 -22.6070 9.7362
O -26.0608 -22.4464 10.8071
C -25.0796 -21.4460 10.4882
N -26.2228 -24.8686 9.2453
H -27.7581 -22.7513 6.9701
H -28.3300 -24.1917 7.8239
H -26.9672 -24.2329 6.6558
H -25.5490 -23.1241 8.2319
H -27.8816 -23.0080 10.2229
H -27.3879 -21.6513 9.3921
H -24.4189 -21.4035 11.3561
H -25.5762 -20.5016 10.2810
H -24.4293 -21.8401 9.7023
H -25.3129 -25.2072 8.9414
H -26.0763 -24.6973 10.2382
C -28.2538 -14.8433 5.9953
C -28.2430 -13.8607 7.1667
C -28.1842 -12.4226 6.7798
O -27.1479 -12.1722 5.8348
C -27.4553 -11.0212 5.0559
N -29.3067 -14.0998 8.1463
H -29.0121 -14.5243 5.2681
H -28.3290 -15.9016 6.2319
H -27.3381 -14.8037 5.3948
H -27.2538 -13.9957 7.6312
H -28.0749 -11.6802 7.5776
H -29.1333 -12.1459 6.2832
H -27.5205 -10.1628 5.7311
H -28.3755 -11.2695 4.5228
H -26.6768 -10.7872 4.3316
H -30.1621 -14.3256 7.6531
H -29.0485 -14.8913 8.7238
C -27.1868 -19.0080 7.6290
C -25.9707 -18.1667 8.1209
C -24.6940 -18.5022 7.3673
O -24.3819 -19.8452 7.4864
C -23.2222 -20.3336 6.8463
N -26.3966 -16.7862 8.0859
H -27.3769 -19.0848 6.5585
H -28.0576 -18.7081 8.2158
H -27.0385 -20.0511 7.9233
H -25.8686 -18.5777 9.1352
H -23.9256 -17.8485 7.8160
H -24.7835 -18.0392 6.3733
H -22.5948 -19.4836 6.5437
H -23.5681 -20.8362 5.9408
H -22.6195 -20.8772 7.5754
H -25.5853 -16.2392 8.3903
H -27.0572 -16.5413 8.8137
```

LUMO in eV: 0.510
Energy relative to the best compared isomer or geometry (same formula, charge and spin) in eV: 3.1747
2S+1: 1
Frontier orbital gap in Eh: 0.323
HOMO energy in eV: -8.290
SMILES: CC1(C)CCCC(C)(C)N1O.CC1(C)CCCC(C)(C)N1O.COC[C@H](C)N.COC[C@H](C)N.COC[C@H](C)N.COC[C@H](C)N.COC[C@H](C)N.COC[C@H](C)N.COC[C@H](C)N

=====

Entry 2:
# C41H67Cl20N3O4P2S

A 11-piece molecular cluster, C41H67Cl20N3O4P2S overall at a distorted geometry (the ωB97M-V functional and the def2-TZVPD basis, the OMol25 dataset).

Structure (XYZ):
```
138
Properties=species:S:1:pos:R:3
C 0.3497 -8.3056 -2.8091
N -0.4714 -7.1098 -2.3583
C -1.3943 -6.6642 -3.4468
C -1.7626 -5.0882 -3.3739
N -2.8359 -4.7271 -2.5114
C -3.0654 -3.3086 -2.5508
C -4.2045 -2.7016 -1.6144
P -5.2832 -3.7458 -0.4323
O -6.8075 -3.8320 -1.2380
O -4.7240 -5.3499 -0.3049
C -4.5544 -1.1656 -1.6187
O -5.5701 -0.6942 -0.7454
C -5.0861 0.1100 0.3511
C -3.7983 -0.4122 1.1412
C -4.1564 -1.5002 2.3053
O -3.2920 0.7569 1.8892
C -3.8118 -0.1608 -2.5642
P -4.1546 1.6827 -2.7564
S -2.5058 2.6476 -3.1461
C -2.6653 -0.7629 -3.4517
C -2.2818 -2.3147 -3.4437
N -1.1882 -2.6800 -4.3160
C -0.9392 -4.0894 -4.2409
C 0.3080 -4.6055 -5.1578
C 1.6163 -3.8404 -4.5620
C 1.8530 -4.0737 -3.0167
C 3.0490 -3.4169 -2.2361
C 3.9971 -2.5111 -3.0744
C 5.2004 -1.7910 -2.2608
C 3.7662 -2.2850 -4.6166
C 2.5704 -2.9541 -5.4017
H 0.6810 -8.2166 -3.9083
H -0.2418 -9.2938 -2.7001
H 1.3224 -8.3871 -2.1969
H -1.0948 -7.5316 -1.6374
H -2.4065 -7.2245 -3.3276
H -1.0357 -6.9606 -4.5082
H -7.1341 -2.9085 -1.3855
H -4.1271 -5.4817 0.4640
H -5.9481 0.1451 1.1271
H -4.8938 1.2194 0.0945
H -2.9170 -0.7591 0.5051
H -3.2561 -1.4495 3.0354
H -5.0623 -1.1306 2.9085
H -4.2584 -2.5615 1.9042
H -2.3138 0.7884 1.8412
H -4.8052 2.3071 -1.6503
H -5.0243 1.8705 -3.8993
H -2.0802 -0.0464 -4.1421
H 0.5295 -5.7141 -5.0241
H 0.1408 -4.3462 -6.2689
H 1.1347 -4.7564 -2.4277
H 3.1581 -3.5988 -1.1125
H 5.0006 -0.6533 -2.3457
H 6.2238 -2.0760 -2.6891
H 5.0910 -2.0633 -1.1568
H 4.5184 -1.5961 -5.1493
H 2.3874 -2.7941 -6.5176
Cl 6.1653 1.6936 -2.3240
C 7.8175 1.8172 -2.9777
C 8.4241 0.4574 -3.2607
Cl 8.7609 -0.4526 -1.7672
H 8.4208 2.3863 -2.2680
H 7.7491 2.3925 -3.9033
H 9.3773 0.5777 -3.7798
H 7.7697 -0.1514 -3.8882
Cl -1.2532 -3.1091 3.8806
C -0.8101 -2.3091 5.4100
C -1.1682 -0.8371 5.4108
Cl -0.1605 0.1013 4.2803
H 0.2581 -2.4629 5.5753
H -1.3542 -2.8233 6.2048
H -1.0042 -0.4159 6.4050
H -2.2150 -0.6782 5.1434
Cl 2.6309 5.3351 5.5438
C 3.4514 3.8876 4.9059
C 2.5608 2.6621 4.9412
Cl 2.2371 2.1128 6.6048
H 4.3664 3.7361 5.4816
H 3.7324 4.1121 3.8750
H 3.0495 1.8337 4.4241
H 1.6017 2.8479 4.4537
Cl 4.1042 -1.9084 10.9995
C 4.2868 -0.2687 10.3269
C 4.1994 -0.2569 8.8139
Cl 5.6016 -1.0492 8.0530
H 5.2377 0.1370 10.6772
H 3.4825 0.3375 10.7490
H 4.1830 0.7728 8.4513
H 3.2952 -0.7560 8.4597
Cl 1.7836 11.4783 3.6578
C 1.4236 9.7599 3.9610
C 2.6043 9.0244 4.5624
Cl 3.9472 8.8482 3.4057
H 1.1076 9.3088 3.0185
H 0.5784 9.7311 4.6518
H 2.3036 8.0157 4.8540
H 2.9861 9.5344 5.4491
Cl 1.6871 -0.2599 -2.5179
C 1.0419 0.9571 -1.3896
C 2.1308 1.6058 -0.5610
Cl 2.8490 0.4676 0.6071
H 0.2940 0.4718 -0.7588
H 0.5370 1.7126 -1.9954
H 1.7137 2.4324 0.0181
H 2.9327 2.0013 -1.1882
Cl -3.7827 -2.3842 8.0383
C -4.1483 -4.1019 8.3406
C -2.9708 -4.8398 8.9456
Cl -1.6260 -5.0178 7.7918
H -4.4624 -4.5523 7.3971
H -4.9956 -4.1286 9.0287
H -3.2740 -5.8476 9.2364
H -2.5903 -4.3305 9.8333
Cl 2.9855 1.7036 -4.8047
C 1.8366 2.6342 -5.7896
C 1.5403 3.9804 -5.1754
Cl 0.6255 3.8094 -3.6590
H 0.9298 2.0370 -5.9044
H 2.2842 2.7628 -6.7745
H 0.9320 4.5759 -5.8605
H 2.4536 4.5394 -4.9606
Cl -3.9812 3.8664 0.9003
C -5.5043 4.7729 0.7314
C -6.7093 3.9453 1.1314
Cl -7.0208 2.6168 -0.0140
H -5.5799 5.1190 -0.3014
H -5.4251 5.6490 1.3784
H -7.6032 4.5724 1.1403
H -6.5880 3.5129 2.1267
Cl 0.9960 3.2961 -8.8106
C -0.4374 4.1721 -9.4052
C -0.6013 5.5237 -8.7377
Cl -1.0356 5.3738 -7.0157
H -1.3116 3.5379 -9.2462
H -0.3038 4.3030 -10.4810
H -1.4077 6.0799 -9.2201
H 0.3109 6.1199 -8.8068
```

LUMO in eV: -1.015
2S+1: 1
Frontier orbital gap in Eh: 0.247
HOMO energy in eV: -7.736
SMILES: CNCc1nc2c(P(O)O)c(OC[C@H](C)O)c([PH2]=S)cc2nc1Cc1ccc(C)cc1.ClCCCl.ClCCCl.ClCCCl.ClCCCl.ClCCCl.ClCCCl.ClCCCl.ClCCCl.ClCCCl.ClCCCl

=====

Entry 3:
# C6H11NO

An isolated ion of composition C6H11NO and charge -1 at a distorted geometry (the ωB97M-V functional and the def2-TZVPD basis, the OMol25 dataset).

Structure (XYZ):
```
19
Properties=species:S:1:pos:R:3
C -0.0774 1.3686 0.6008
N -1.4012 1.7230 0.9967
C -2.0646 0.7617 1.9703
O -2.5203 -0.3652 1.4351
C 0.1709 -0.1149 0.2527
C 1.2368 -0.3517 -0.7552
C 1.1760 -1.4550 -1.6034
C 2.1123 -1.9697 -2.4479
H 0.6082 1.6607 1.4058
H 0.2660 2.0073 -0.2183
H -1.2896 0.6736 2.7872
H -2.8607 1.3937 2.4468
H -0.7801 -0.4788 -0.1505
H 0.2980 -0.7001 1.1645
H 1.9788 0.4068 -0.9988
H -2.0817 1.8750 0.2665
H 0.2450 -2.0182 -1.5753
H 3.0526 -1.4806 -2.6706
H 1.9311 -2.9361 -2.9064
```

LUMO (alpha / beta) in eV: 3.604 / 3.004
Energy relative to the best compared isomer or geometry (same formula, charge and spin) in eV: 1.3735
2S+1: 2
Total charge: -1
Expectation value of S²: 0.78
Frontier orbital gap (alpha / beta) in Eh: 0.225 / 0.203
HOMO energy (alpha / beta) in eV: -2.531 / -2.529

=====

Entry 4:
# C3H8N2OS2

C3H8N2OS2 as an isolated structure at a distorted geometry (the ωB97M-V functional and the def2-TZVPD basis, the OMol25 dataset).

Structure (XYZ):
```
16
Properties=species:S:1:pos:R:3
C -0.7924 2.7630 0.4055
C -0.0317 -0.5191 0.4897
C 1.4439 -2.0898 -0.4199
H -0.5966 3.9461 0.0387
H -1.8072 2.3660 0.6564
H -0.1034 2.7882 1.2507
H 1.7484 0.7078 0.4969
H 0.7627 -2.9763 -1.0449
H 2.6031 -2.5852 -0.0367
H 1.6268 -1.1685 -1.4150
H -3.3418 -1.2381 -0.3041
N 0.6839 0.5745 0.0999
N -1.1315 -0.7028 -0.1140
O 0.8657 -1.6065 0.8662
S 0.1993 1.9331 -0.8275
S -2.1292 -2.1924 -0.1419
```

LUMO in eV: 0.560
Energy relative to the best compared isomer or geometry (same formula, charge and spin) in eV: 6.3476
2S+1: 1
Frontier orbital gap in Eh: 0.331
HOMO energy in eV: -8.449

=====

Entry 5:
# C4H5N3OS

C4H5N3OS as an isolated structure at a distorted geometry (the ωB97M-V functional and the def2-TZVPD basis, the OMol25 dataset).

Structure (XYZ):
```
14
Properties=species:S:1:pos:R:3
C -0.2531 -0.3537 -1.1284
C -0.9975 0.3302 -0.2518
C 1.2052 -0.4808 -1.2732
C 1.9500 -0.0055 -0.3081
N 0.3014 -0.6268 2.3039
N -2.1697 -0.1566 -0.8202
N -0.5738 1.2175 0.7621
O -1.3993 -0.8572 -1.8355
S 0.7732 0.6509 1.6907
H 1.3956 -1.0637 -2.1718
H 2.8586 -0.0013 0.1848
H 0.9356 -0.9804 3.0146
H -2.6364 0.5936 -1.3555
H -1.3895 1.7337 1.1884
```

LUMO (alpha / beta) in eV: 0.580 / -1.306
Energy relative to the best compared isomer or geometry (same formula, charge and spin) in eV: 6.1744
2S+1: 3
Expectation value of S²: 2.02
Frontier orbital gap (alpha / beta) in Eh: 0.252 / 0.234
HOMO energy (alpha / beta) in eV: -6.270 / -7.669

=====

Entry 6:
# C34H50AsCsN2OPSi3

C34H50AsCsN2OPSi3 as an isolated structure (the ωB97M-V functional and the def2-TZVPD basis, the OMol25 dataset).

Structure (XYZ):
```
93
Properties=species:S:1:pos:R:3
Cs 0.8629 -0.2069 -0.3227
N -0.1781 -0.4075 2.7004
P 1.5198 -0.2207 3.0252
C 1.5691 -0.3863 4.8380
C 2.6478 0.1978 5.4946
C 2.7640 0.0974 6.8745
C 1.7923 -0.5710 7.6013
C 0.7033 -1.1422 6.9520
C 0.5920 -1.0531 5.5755
C 2.0362 -1.8888 2.4571
C 1.2268 -3.0227 2.5300
C 1.7031 -4.2526 2.1045
C 2.9990 -4.3699 1.6183
C 3.8179 -3.2525 1.5553
C 3.3344 -2.0171 1.9627
C -1.0536 0.6734 2.6281
C -0.9413 1.7709 3.4820
C -1.8717 2.7853 3.3519
C -2.8700 2.6825 2.3904
C -2.8776 1.5620 1.5797
N -1.9887 0.5732 1.6804
H -0.4538 -1.1080 2.0232
H 3.3989 0.7404 4.9313
H 3.6058 0.5512 7.3800
H 1.8758 -0.6415 8.6776
H -0.0593 -1.6544 7.5237
H -0.2619 -1.4828 5.0665
H 0.2266 -2.9559 2.9409
H 1.0673 -5.1260 2.1687
H 3.3726 -5.3338 1.2992
H 4.8317 -3.3416 1.1881
H 3.9755 -1.1439 1.9011
H -0.1783 1.8043 4.2484
H -1.8234 3.6475 4.0038
H -3.6170 3.4524 2.2645
H -3.6334 1.4409 0.8119
C 4.1664 3.3927 -2.9142
Si 2.5488 4.3377 -2.8499
C 2.5437 5.5372 -1.4055
C 2.2928 5.2565 -4.4665
As 0.8716 2.7435 -2.4247
Si 0.3566 1.6726 -4.4467
C -0.8320 0.2535 -4.0779
C -0.4614 2.8291 -5.6782
C 1.9602 0.9973 -5.1451
Si -1.0570 3.9653 -1.8450
C -1.3184 5.4712 -2.9374
C -0.7751 4.5029 -0.0673
C -2.5566 2.8430 -1.9454
H 5.0047 4.0801 -3.0496
H 4.1803 2.6875 -3.7468
H 4.3390 2.8345 -1.9926
H 3.3881 6.2249 -1.4972
H 2.6357 5.0307 -0.4438
H 1.6349 6.1392 -1.3882
H 3.0619 6.0277 -4.5685
H 1.3215 5.7493 -4.5118
H 2.3842 4.5983 -5.3330
H -1.8648 0.6064 -4.0621
H -0.6635 -0.2524 -3.1237
H -0.7540 -0.4969 -4.8685
H -1.3360 3.3170 -5.2451
H -0.8046 2.2677 -6.5526
H 0.2136 3.6089 -6.0336
H 2.5588 0.4798 -4.3925
H 2.5718 1.7985 -5.5644
H 1.7505 0.2875 -5.9491
H -0.5064 6.1912 -2.8286
H -2.2430 5.9802 -2.6513
H -1.3988 5.2142 -3.9943
H 0.1242 5.1128 0.0222
H -0.6690 3.6454 0.5999
H -1.6180 5.0958 0.2971
H -2.8097 2.5896 -2.9763
H -3.4202 3.3577 -1.5163
H -2.4171 1.9131 -1.3897
C -0.9933 -4.6492 -1.6141
C 0.0776 -3.6774 -2.0165
O 0.2740 -2.6751 -1.3424
C 0.8763 -3.9205 -3.2429
C 1.9474 -3.0750 -3.5382
C 2.6762 -3.2572 -4.6977
C 2.3420 -4.2834 -5.5739
C 1.2865 -5.1342 -5.2851
C 0.5565 -4.9553 -4.1200
H -1.4324 -4.3171 -0.6776
H -0.5865 -5.6548 -1.5004
H -1.7679 -4.7006 -2.3809
H 2.2149 -2.2934 -2.8389
H 3.5096 -2.6060 -4.9251
H 2.9126 -4.4221 -6.4826
H 1.0318 -5.9352 -5.9652
H -0.2683 -5.6191 -3.9006
```

LUMO in eV: -2.417
Energy relative to the best compared isomer or geometry (same formula, charge and spin) in eV: 0.7340
2S+1: 1
Total charge: +1
Frontier orbital gap in Eh: 0.291
HOMO energy in eV: -10.346